DFT (ωB97M-V with the def2-TZVPD basis set) results for C27H19Br2N4O3Y as an isolated structure.

Structure (XYZ):
```
56
Properties=species:S:1:pos:R:3:forces:R:3
Y -0.05906 -0.02358 -0.90673 -0.13 0.53 -0.34
C -1.93817 0.85626 2.20265 -0.62 -0.36 -1.02
C -2.50943 -0.33856 1.45657 -0.02 0.83 1.83
C -3.26907 -1.27499 2.19089 -0.69 -0.26 -0.06
C -3.88658 -2.30636 1.56693 0.30 0.26 -1.48
C -3.73150 -2.45101 0.13961 0.65 0.31 0.49
C -4.24217 -3.48831 -0.66520 -0.55 0.05 0.78
Br -5.37678 -4.75701 0.14713 -0.27 -0.30 0.07
C -3.97784 -3.59425 -1.98803 0.09 -0.52 -0.84
C -3.06076 -2.70072 -2.58202 -0.50 -0.14 0.19
Br -2.56751 -2.86184 -4.37181 0.02 -0.22 -0.49
C -2.49006 -1.66492 -1.87308 0.53 0.77 0.36
O -1.59083 -0.83674 -2.35738 0.00 -0.38 0.46
C -2.88314 -1.52402 -0.49411 0.40 0.39 0.29
N -2.29367 -0.45485 0.19346 0.08 -1.08 -1.60
H -2.72132 1.35460 2.76135 -0.20 -0.03 0.25
H -1.58702 1.56746 1.45688 0.37 0.06 0.22
H -1.15940 0.51876 2.86525 0.37 0.16 0.23
H -3.46263 -1.13556 3.23796 0.26 0.18 0.33
H -4.49686 -2.99446 2.10359 -0.32 -0.41 0.29
H -4.46393 -4.41900 -2.54915 0.60 0.77 0.24
C 1.71098 -0.37095 -5.22874 0.56 0.45 0.01
C 2.22914 0.87108 -5.50190 0.39 0.86 -0.27
C 2.20476 1.84841 -4.52265 -0.41 -0.37 -0.52
C 1.61696 1.54787 -3.29377 0.47 -0.17 -0.07
N 1.15241 0.29001 -3.00799 0.41 1.03 -0.72
C 1.21257 -0.62701 -3.98529 -1.06 -0.47 0.71
C 1.52571 2.60832 -2.26454 -0.15 -1.02 -0.13
C 2.22923 3.80424 -2.41392 -0.28 0.08 0.80
C 2.19788 4.73427 -1.39963 -0.42 0.62 1.40
C 1.46659 4.45123 -0.20454 0.61 0.13 -1.31
C 0.75839 3.25887 -0.14409 0.60 0.52 -0.22
C 0.76043 2.28236 -1.14908 -0.33 0.16 0.61
H 1.78209 -1.08225 -5.99621 -0.29 -1.18 -0.64
H 2.62780 1.07306 -6.50301 -0.10 0.02 0.46
H 2.54120 2.85650 -4.74150 -0.04 -0.31 0.06
H 0.70872 -1.58029 -3.78000 0.41 0.30 0.08
H 2.84570 3.98891 -3.26047 0.30 0.20 -0.52
H 2.72580 5.69697 -1.48341 -0.16 -0.61 -0.02
H 1.48698 5.13739 0.65115 -0.07 -0.20 -0.48
H 0.24084 3.10103 0.76417 -0.66 -0.38 0.94
O 1.25686 -1.74888 -0.21934 -0.34 -0.14 -0.26
N 1.60574 -1.92790 0.99505 0.16 0.62 0.77
N 1.33178 -0.91948 1.72981 -0.22 0.88 -0.25
O 0.75094 0.18010 1.26798 0.05 -0.97 -0.87
C 1.69048 -0.81023 3.11441 -0.24 0.23 -0.45
C 1.79785 -1.92242 3.89999 1.11 -1.58 0.80
C 2.15361 -1.74968 5.25018 -0.81 -0.21 -0.64
C 2.36671 -0.47524 5.78854 0.08 -1.63 -0.19
C 2.18963 0.61786 4.98560 -0.06 0.58 -1.07
C 1.83182 0.46672 3.62909 0.40 0.75 0.80
H 1.80560 -2.94695 3.44446 -0.46 1.14 0.55
H 2.12011 -2.64023 5.87067 0.50 0.18 0.06
H 2.74758 -0.43205 6.79438 -0.23 0.37 0.28
H 2.36336 1.60383 5.39894 -0.06 0.05 -0.19
H 1.73143 1.34363 2.98086 -0.04 -0.51 0.31
```
Forces are in eV/Å.

The calculation puts the HOMO-LUMO gap at 0.2830 Ha. The value obtained for the energy relative to the best compared isomer or geometry (same formula, charge and spin) is 0.0 kJ/mol. For the HOMO energy, the calculation gives -7.8078 eV. The calculation puts the largest force on an atom at 2.090 eV/Å. As for the total energy: -181539.3238 eV.

DFT (ωB97M-V with the def2-TZVPD basis set) results for a 2-piece molecular cluster, C5H14 overall.

Structure (XYZ):
```
19
Properties=species:S:1:pos:R:3:forces:R:3
C -0.85566 -1.88930 -1.26570 0.13 -0.48 -0.59
C -0.70057 -0.84903 -2.37400 -0.13 0.22 -0.12
C -0.30468 -1.41895 0.06159 -0.45 0.30 0.25
H -1.87870 -2.26294 -1.20471 -0.14 0.27 0.07
H -0.28593 -2.75350 -1.62161 0.08 -0.12 0.36
H 0.25109 -0.32088 -2.31412 0.12 -0.01 0.25
H 0.73812 -1.27721 -0.07262 1.19 0.23 0.00
H -1.48392 -0.08930 -2.35351 -0.02 -0.02 0.01
H -0.68918 -1.31386 -3.36006 -0.28 -0.04 -0.02
H -0.69460 -0.45071 0.38256 -0.24 0.00 -0.15
H -0.41216 -2.09288 0.90524 -0.26 -0.34 -0.06
C 0.36240 1.84164 2.26964 -0.11 1.19 0.35
C 1.38725 2.06529 1.16235 -0.19 0.08 0.06
H 0.09492 0.80440 2.44311 0.45 -0.17 0.23
H 0.79387 2.35974 3.13058 -0.12 -0.73 0.50
H -0.60217 2.35225 2.17658 0.14 0.09 -0.66
H 1.00138 1.76765 0.18847 0.33 -0.15 -0.08
H 2.30508 1.54816 1.43988 -0.06 -0.45 -0.36
H 1.72474 3.10252 1.10465 -0.44 0.13 -0.05
```
Forces are in eV/Å.

The calculation puts the HOMO-LUMO gap at 0.4583 Ha. The value obtained for the energy relative to the best compared isomer or geometry (same formula, charge and spin) is 27.4 kJ/mol. For the HOMO energy, the calculation gives -11.3370 eV. The calculation puts the largest force on an atom at 1.242 eV/Å. As for the SMILES: CCC.CC. As for the total energy: -5411.7660 eV.

DFT (ωB97M-V with the def2-TZVPD basis set) results for one molecule with the formula C4H7NO.

Structure (XYZ):
```
13
Properties=species:S:1:pos:R:3:forces:R:3
C -0.91751 1.12083 0.74205 -0.04 -0.09 0.00
C -0.56139 0.00737 -0.25661 -0.10 0.00 -0.06
C 0.82350 0.08335 -0.96387 0.02 0.19 -0.16
N 1.24814 -1.02631 -0.11302 0.11 -0.23 0.08
C 0.00292 -1.26692 0.40380 -0.18 -0.19 0.24
O -0.44357 -2.13874 1.10709 0.22 0.34 -0.22
H -1.92463 1.50988 0.56789 0.20 -0.01 -0.02
H -0.89508 0.74392 1.77020 0.02 0.06 -0.17
H -0.20527 1.94609 0.66578 -0.12 -0.03 0.04
H -1.38695 -0.20175 -0.94189 0.13 -0.02 0.10
H 1.39134 1.01042 -0.82772 -0.13 -0.15 0.05
H 0.79343 -0.18193 -2.02752 -0.01 0.11 0.16
H 2.07509 -1.60620 -0.12619 -0.13 0.02 -0.05
```
Forces are in eV/Å.

The calculation puts the HOMO-LUMO gap at 0.3936 Ha. The value obtained for the energy relative to the best compared isomer or geometry (same formula, charge and spin) is 89.0 kJ/mol. For the HOMO energy, the calculation gives -9.7127 eV. The calculation puts the largest force on an atom at 0.465 eV/Å. As for the SMILES: C[C@H]1CNC1=O. As for the total energy: -7798.7218 eV.

The highest energy relative to the best compared isomer or geometry (same formula, charge and spin) belongs to which entry?
C4H7NO

What is the largest force on an atom in the third record?
0.465 eV/Å